No. 1
Here is C24H21Cl7CoS as an isolated structure from OMol25. Energies are from ωB97M-V/def2-TZVPD.

Relative energy (zero: lowest compared OMol25 entry of this formula, charge and spin) in kJ/mol: 11.6
Charge: 0
2S+1: 4
HOMO-LUMO gap (spin up / spin down) in hartree: 0.303 / 0.288
Highest occupied orbital energy (spin up / spin down) in eV: -7.7739 / -7.8643

Each line ends with the natural charge from an NBO analysis.
CARTESIAN COORDINATES (ANGSTROEM)
Co: -0.28688 -0.03666 -0.00446  1.222
Cl: 2.10108 -2.07241 -1.63728  0.003
Cl: 0.45933 -6.52689 0.89723  0.058
Cl: -1.86857 -1.79504 2.00634  0.011
Cl: -1.63063 -4.85276 2.49494  0.053
Cl: -5.28782 1.24126 -1.50210  0.018
Cl: 2.31575 -5.11927 -1.16796  0.050
Cl: -0.12476 0.04738 -2.71718  0.017
S: -2.33654 0.84861 -0.47331  -0.395
C: -4.03547 0.82446 -2.62540  -0.080
C: -0.71283 -2.72048 1.08245  0.031
C: -2.72123 0.63848 -2.16678  -0.102
C: 2.15460 0.16990 1.20357  -0.026
C: -3.42280 0.36086 -4.89759  -0.216
C: 1.19645 0.20028 2.24031  0.002
C: 0.88887 3.00614 -1.02571  -0.650
C: 3.10434 1.13490 -0.96278  -0.660
C: 0.07739 -2.04265 0.15890  -0.556
C: -0.62144 -4.08742 1.32898  -0.133
C: 0.31502 -4.83543 0.61945  -0.084
C: 2.07222 1.08346 0.13931  0.059
C: -0.75862 1.34824 3.40885  -0.643
C: 1.14010 -4.20188 -0.30432  -0.089
C: 0.12142 2.11048 1.19089  -0.005
C: 0.20754 1.19467 2.25933  -0.043
C: -2.11453 0.17066 -4.49298  -0.215
C: -1.78936 0.31441 -3.15553  -0.095
C: 3.24264 -0.86709 1.30251  -0.645
C: -0.88854 3.22605 1.24180  -0.653
C: 1.29188 -0.84825 3.31818  -0.649
C: 1.00698 -2.82808 -0.50936  -0.070
C: 1.02498 2.03060 0.11587  -0.108
C: -4.38502 0.69035 -3.95691  -0.216
H: 1.16794 4.01428 -0.71002  0.227
H: -1.79167 2.93469 1.76919  0.236
H: 2.20373 -0.72022 3.90544  0.226
H: -1.34221 -0.09053 -5.20316  0.227
H: -0.47068 0.76013 4.27269  0.224
H: 1.50465 2.73180 -1.87544  0.229
H: -1.18827 3.54859 0.25108  0.242
H: -3.69189 0.25139 -5.93877  0.222
H: -0.14368 3.03817 -1.37343  0.239
H: -0.79834 2.39068 3.72362  0.225
H: 1.33556 -1.84249 2.87094  0.232
H: 3.94815 0.48313 -0.77557  0.225
H: 3.92250 -0.86154 0.46092  0.226
H: 0.44499 -0.84065 3.99294  0.229
H: 3.82509 -0.71417 2.21345  0.224
H: 2.67352 0.84669 -1.92257  0.231
H: -1.76985 1.05299 3.12268  0.237
H: -0.45134 4.08520 1.76080  0.224
H: 2.81317 -1.86835 1.36011  0.233
H: -5.41524 0.84304 -4.24628  0.230
H: 3.48833 2.15027 -1.06785  0.223


No. 2
Here is C3H12BORb as an isolated structure at a distorted geometry from OMol25. Energies are from ωB97M-V/def2-TZVPD.

Relative energy (zero: lowest compared OMol25 entry of this formula, charge and spin) in kJ/mol: 0.0
Charge: 0
HOMO-LUMO gap in hartree: 0.306
Highest occupied orbital energy in eV: -9.1365

Each line ends with the Mulliken charge.
CARTESIAN COORDINATES (ANGSTROEM)
Rb: -2.83259 0.93369 1.58133  0.913
O: -0.33257 0.98475 -0.20470  -0.628
C: 1.30753 -0.46011 -0.78350  -1.340
C: 0.78698 0.36963 0.30495  0.810
C: 1.73917 1.44129 0.74670  -1.555
B: -2.08505 -1.27557 -0.35747  0.125
H: -0.94539 0.26052 -0.35147  0.174
H: 1.31282 -0.14075 -1.82565  0.297
H: 0.86664 -1.45512 -0.84403  0.347
H: -1.72538 -1.22094 0.65835  -0.296
H: 0.38977 -0.15486 1.17399  0.247
H: -2.30015 -0.29401 -0.75055  -0.116
H: 2.37153 -0.64927 -0.64126  0.370
H: -3.06544 -1.72622 -0.35777  -0.204
H: -1.37661 -1.80280 -0.97745  -0.206
H: 1.98540 2.15138 -0.04275  0.336
H: 2.58747 0.91637 1.18595  0.395
H: 1.31585 2.12200 1.48531  0.330


No. 3
Here is C12H33IrN6 as an isolated structure at a distorted geometry from OMol25. Energies are from ωB97M-V/def2-TZVPD.

Relative energy (zero: lowest compared OMol25 entry of this formula, charge and spin) in kJ/mol: 0.0
Charge: +4
HOMO-LUMO gap in hartree: 0.317
Highest occupied orbital energy in eV: -23.2980

Each line ends with the natural charge from an NBO analysis.
CARTESIAN COORDINATES (ANGSTROEM)
Ir: 0.09620 0.09081 0.08537  1.155
N: -1.07287 -1.64406 0.06622  -0.439
N: 1.70226 3.31658 -4.62719  -0.670
N: -1.81021 1.04274 0.22990  -0.586
N: 0.29438 0.22899 2.22284  -0.541
N: 1.92941 -0.96368 0.29240  -0.594
N: 0.43345 0.66069 -2.13426  -0.833
C: 1.04664 1.95724 -2.58030  -0.245
C: -0.92941 0.13320 3.06520  -0.235
C: -1.98319 1.90561 1.43947  -0.237
C: 1.34940 -0.72500 2.68882  -0.253
C: -0.53440 -2.78574 0.86098  -0.247
C: -2.87699 0.04112 -0.05118  -0.262
C: 1.82680 -2.35896 -0.23173  -0.230
C: 0.86803 -3.29074 0.49720  -0.468
C: 2.47150 -0.79190 1.67589  -0.265
C: -2.00834 1.19002 2.78677  -0.467
C: 1.07399 2.04379 -4.12000  -0.244
C: -2.48127 -1.31653 0.47885  -0.259
H: 0.66967 1.17769 2.31117  0.413
H: -1.11073 -1.92942 -0.91479  0.417
H: -0.62260 -2.48590 1.90011  0.214
H: 1.54572 -2.26930 -1.28419  0.200
H: 0.78431 -4.15761 -0.16144  0.283
H: -2.97847 0.72499 2.97194  0.263
H: -3.16105 -2.06806 0.06802  0.283
H: 3.04856 0.13497 1.69044  0.241
H: -1.29653 -0.88146 2.95068  0.205
H: 2.68359 3.42273 -4.34496  0.463
H: 1.69536 3.32451 -5.65676  0.484
H: -3.01833 -0.00291 -1.13298  0.231
H: 2.81630 -2.82330 -0.22287  0.268
H: 2.05739 2.01396 -2.17435  0.231
H: -1.93848 1.98826 3.52779  0.285
H: -1.22297 -3.62693 0.73417  0.280
H: 1.64757 1.22120 -4.54743  0.252
H: 3.16293 -1.59935 1.92521  0.276
H: -0.48200 0.56899 -2.57626  0.411
H: 1.75556 -0.39430 3.64844  0.278
H: 1.30731 -3.68172 1.41691  0.268
H: -1.17612 2.64212 1.40343  0.214
H: -1.81543 1.69203 -0.55372  0.408
H: 1.20072 4.16146 -4.32989  0.462
H: 0.06523 2.00769 -4.53161  0.251
H: 0.98065 -0.10632 -2.52603  0.412
H: 0.88025 -1.68784 2.86649  0.230
H: 0.46556 2.77776 -2.15748  0.229
H: -3.83448 0.34225 0.37932  0.279
H: -0.63668 0.20926 4.11590  0.268
H: -2.54335 -1.39580 1.55852  0.237
H: -2.91361 2.46818 1.33399  0.267
H: 2.58876 -0.50200 -0.33299  0.413


No. 4
Here is a 2-piece molecular cluster, C3H7NO3S overall at a distorted geometry from OMol25. Energies are from ωB97M-V/def2-TZVPD.

Relative energy (zero: lowest compared OMol25 entry of this formula, charge and spin) in kJ/mol: 461.6
Charge: 0
HOMO-LUMO gap (spin up / spin down) in hartree: 0.310 / 0.302
Highest occupied orbital energy (spin up / spin down) in eV: -8.4983 / -8.2297

Each line ends with the natural charge from an NBO analysis.
CARTESIAN COORDINATES (ANGSTROEM)
S: 1.38652 0.35244 -0.07954  2.318
O: 2.82317 -0.32858 0.35156  -0.868
O: 1.33136 0.31953 -1.51289  -0.892
O: 1.28058 1.49624 0.76732  -0.933
N: 0.10123 -2.09614 0.02339  -0.811
C: -1.85487 1.72395 -0.20976  -0.491
C: 0.24145 -0.86904 0.63101  -0.248
C: -1.44781 0.52505 -0.58758  -0.169
H: -0.94712 -2.34848 -0.05515  0.387
H: 0.50755 -2.18319 -0.84945  0.384
H: -2.82455 1.96102 -0.66331  0.204
H: -1.84801 -0.05272 -1.37534  0.168
H: -0.01699 -0.91087 1.70577  0.233
H: -1.64195 2.34255 0.64605  0.226
H: 2.90944 0.06825 1.20790  0.492


No. 5
Here is a single C21H21N3O4S molecule at a distorted geometry from OMol25. Energies are from ωB97M-V/def2-TZVPD.

Relative energy (zero: lowest compared OMol25 entry of this formula, charge and spin) in kJ/mol: 161.8
Charge: 0
SMILES: COc1cccc(NC(=O)c2cc(S(=O)(=O)N3CCc4ccccc43)cn2C)c1
HOMO-LUMO gap in hartree: 0.333
Highest occupied orbital energy in eV: -8.4645

Each line ends with the natural charge from an NBO analysis.
CARTESIAN COORDINATES (ANGSTROEM)
S: -1.17756 4.37020 -0.07222  2.339
O: -2.38410 -1.42952 2.16887  -0.613
O: 3.18814 -3.79286 -0.34893  -0.496
O: -2.14735 4.87743 -0.99310  -0.928
O: -0.73648 5.21714 0.99453  -0.927
N: 0.19950 3.91479 -0.92875  -0.678
N: -0.43950 -1.12246 1.00018  -0.591
N: -3.20214 1.16884 0.97859  -0.284
C: -1.79704 2.82564 0.54322  -0.431
C: -1.93869 0.67685 1.15584  0.018
C: -0.25197 -3.38208 1.93990  -0.272
C: -0.77569 0.92459 -2.87379  -0.197
C: 0.39619 0.20070 -2.72466  -0.236
C: 1.61231 -4.75641 1.25245  -0.323
C: 1.36219 -2.53732 0.36899  -0.264
C: 2.07148 -3.73318 0.42956  0.314
C: 2.30828 2.78275 -0.63188  -0.443
C: 0.20597 -2.35661 1.11664  0.165
C: -0.91534 2.18913 -2.31868  -0.266
C: 1.34398 1.98738 -1.46496  -0.072
C: 0.45814 -4.56509 1.99417  -0.169
C: 0.15359 2.70438 -1.60795  0.231
C: -3.12180 2.45505 0.58492  0.013
C: -1.63964 -0.72600 1.51165  0.664
C: -1.04319 1.70177 0.90638  -0.243
C: -4.43078 0.43135 1.11303  -0.422
C: 1.50960 4.05903 -0.29507  -0.216
C: 1.47138 0.73377 -2.02157  -0.210
C: 3.94849 -4.97704 -0.34097  -0.252
H: -4.24657 -0.46156 1.70745  0.263
H: -4.80961 0.13820 0.13134  0.205
H: 0.47935 -0.78375 -3.15927  0.219
H: -1.59698 0.49813 -3.42970  0.218
H: 1.72911 -1.75364 -0.27625  0.210
H: 0.02191 1.66432 1.01314  0.229
H: 1.36830 4.20996 0.77690  0.230
H: 3.21090 3.02099 -1.19588  0.229
H: 0.10658 -5.36259 2.63127  0.215
H: 4.34784 -5.19200 0.65531  0.177
H: 2.13769 -5.69492 1.32333  0.218
H: 1.98922 4.95383 -0.69977  0.209
H: 4.77421 -4.80131 -1.02864  0.200
H: 2.61310 2.23540 0.26329  0.219
H: -1.82200 2.76233 -2.42411  0.242
H: -1.14857 -3.24822 2.51913  0.252
H: -5.17747 1.05102 1.60785  0.212
H: 2.38941 0.17452 -1.91210  0.217
H: -3.98720 3.04381 0.35783  0.234
H: 0.02976 -0.46360 0.39347  0.413
H: 3.36305 -5.83313 -0.69100  0.177


No. 6
Here is a 3-piece molecular cluster, C4H13N2 overall at a distorted geometry from OMol25. Energies are from ωB97M-V/def2-TZVPD.

Relative energy (zero: lowest compared OMol25 entry of this formula, charge and spin) in kJ/mol: 795.8
Charge: +1
HOMO-LUMO gap in hartree: 0.132
Highest occupied orbital energy in eV: -12.5624

Each line ends with the natural charge from an NBO analysis.
CARTESIAN COORDINATES (ANGSTROEM)
N: -0.25484 -1.34424 -1.75877  -0.473
N: 0.88671 -0.25754 0.20210  -0.255
C: -1.17118 2.49937 1.89415  -0.420
C: -1.75458 3.68770 1.86873  -0.335
C: 0.45441 -1.92246 -2.86811  -0.463
C: 1.20775 -1.41394 0.99740  -0.525
H: 1.22049 -1.19876 -3.19083  0.228
H: -0.18453 -2.11296 -3.72993  0.262
H: -1.11091 -1.86934 -1.59432  0.394
H: -1.86001 4.31887 1.00201  0.201
H: -2.02278 4.23812 2.76204  0.203
H: 0.77882 -1.36203 1.99725  0.310
H: 1.64422 0.41478 0.37312  0.381
H: 0.24304 -0.75976 -0.98438  0.382
H: -1.19588 1.80709 1.05022  0.182
H: 2.27845 -1.59985 1.10036  0.258
H: -0.83301 2.07187 2.83654  0.192
H: 0.90661 -2.87362 -2.52710  0.245
H: 0.76723 -2.32331 0.56951  0.233


No. 7
Here is a 2-piece molecular cluster, CH4BrNS overall at a distorted geometry from OMol25. Energies are from ωB97M-V/def2-TZVPD.

Relative energy (zero: lowest compared OMol25 entry of this formula, charge and spin) in kJ/mol: 292.0
Charge: 0
HOMO-LUMO gap (spin up / spin down) in hartree: 0.296 / 0.291
Highest occupied orbital energy (spin up / spin down) in eV: -8.7103 / -8.8658

Each line ends with the natural charge from an NBO analysis.
CARTESIAN COORDINATES (ANGSTROEM)
Br: 0.70975 -1.31832 -2.67464  0.045
S: -0.93512 0.57143 3.08383  0.147
N: -0.12169 -0.30235 1.93499  -0.908
C: 0.28377 0.36597 -1.83557  -0.469
H: -0.66224 0.90969 -2.24532  0.223
H: 0.26011 0.25700 1.23044  0.371
H: -0.57535 -1.18435 1.56830  0.389
H: 1.04077 0.70092 -1.06203  0.202


No. 8
Here is a 2-piece molecular cluster, C37H33F3N overall at a distorted geometry from OMol25. Energies are from ωB97M-V/def2-TZVPD.

Relative energy (zero: lowest compared OMol25 entry of this formula, charge and spin) in kJ/mol: 151.5
Charge: +1
HOMO-LUMO gap in hartree: 0.149
Highest occupied orbital energy in eV: -10.2498

Each line ends with the Mulliken charge.
CARTESIAN COORDINATES (ANGSTROEM)
F: -6.64852 -1.76947 -6.95492  -0.240
F: -7.85185 -1.67476 -5.11260  -0.229
F: -7.12819 0.17519 -6.03991  -0.258
N: 2.70062 0.61929 0.42214  -0.237
C: -0.05118 1.23684 0.23690  -0.058
C: 3.95323 2.15458 1.78464  -0.714
C: -4.91553 -0.04512 -4.46116  -0.777
C: 2.04700 -2.54043 3.76942  -0.554
C: 1.74524 3.01040 5.86598  -0.903
C: -1.74799 -1.49926 -3.01567  -0.303
C: 2.80814 -0.27713 3.42878  0.511
C: -5.50958 -1.20251 -4.96729  0.455
C: -1.05369 -3.38801 -4.49392  -0.402
C: -3.75889 -2.54597 -4.06215  -0.602
C: -0.91494 -2.61073 -3.29719  0.706
C: -1.01224 2.36329 2.13790  -0.351
C: 4.09154 0.41082 0.06348  -0.739
C: -4.94294 -2.45721 -4.75711  -0.887
C: -1.24993 1.40149 -0.47034  -0.743
C: 0.52038 -0.85564 2.88455  -0.206
C: 0.07704 1.69760 1.55639  -0.445
C: -0.39915 -4.60270 -4.63849  -0.643
C: -6.77899 -1.11032 -5.75493  0.768
C: -3.72686 -0.14559 -3.76505  -0.495
C: 0.71372 -4.25271 -2.50162  -0.617
C: 1.53090 3.86995 3.21736  0.080
C: 0.76673 -2.15623 3.35402  -0.937
C: 1.53352 2.07894 4.84622  -0.238
C: 1.83557 4.36586 5.57154  -0.499
C: 0.46708 -5.06188 -3.63056  -0.384
C: -2.20158 2.54981 1.42542  -0.988
C: 1.50625 2.49822 3.51309  -1.075
C: -2.32782 2.07237 0.12043  -0.633
C: 3.08674 -1.59880 3.77590  -1.186
C: 1.70317 4.79850 4.24918  -0.931
C: -3.05165 -1.38958 -3.59216  0.825
C: 4.86351 1.59812 0.67289  -0.713
C: 2.53265 1.75184 1.33212  -1.299
C: 1.56369 0.07379 2.89088  -0.863
C: 1.39199 1.49958 2.35091  4.136
C: 0.05789 -3.03563 -2.34107  -0.560
H: -0.56351 -5.19291 -5.54622  0.395
H: 1.44534 -4.56997 -1.75531  0.420
H: -5.43949 -3.35198 -5.14183  0.414
H: 5.86404 1.29886 1.03117  0.377
H: 0.81406 0.80088 -0.27178  0.658
H: 2.24817 -0.25491 0.70731  0.209
H: 4.24869 1.72311 2.74801  0.134
H: 2.21444 2.62130 0.73308  0.794
H: 2.24289 -3.56441 4.10228  0.399
H: -1.74058 -3.04669 -5.27338  0.690
H: 4.96505 2.37081 -0.10312  0.279
H: -0.46179 -0.56335 2.50477  0.481
H: -3.26673 0.75813 -3.36311  0.371
H: -1.42353 -0.73189 -2.32286  0.194
H: -1.31287 1.02890 -1.49195  0.523
H: 4.10492 -1.86613 4.06822  0.430
H: -3.25101 2.22504 -0.44031  0.368
H: 1.42095 4.20668 2.17944  0.385
H: -3.34187 -3.53542 -3.90377  0.664
H: -5.41048 0.91572 -4.60675  0.489
H: -0.06032 -2.86845 3.37093  0.429
H: 0.98174 -6.01885 -3.73511  0.406
H: -3.01510 3.09577 1.89920  0.415
H: 1.98862 5.08798 6.37447  0.406
H: 4.45435 -0.56454 0.43225  0.284
H: 1.41825 1.02206 5.10147  0.428
H: 4.02194 3.23942 1.94433  0.532
H: 3.57911 0.47191 3.60317  0.379
H: 4.16146 0.40756 -1.03245  0.403
H: 1.84599 2.63839 6.88033  0.449
H: -0.93149 2.75795 3.15113  0.497
H: 1.75165 5.85730 4.00405  0.394
H: 0.22203 -2.40509 -1.46169  0.532


Number 2 is which compound? C3H12BORb